Record 1
{"formula": "C4H7P", "method": "ωB97M-V/def2-TZVPD", "smiles": "C=C[C@H]1CP1", "e_above_lowest_kj_mol": 145.5, "e_tot_ev": -13547.766, "homo_energy_ev": -8.702, "total_charge": 0, "homo_lumo_gap_ev": 9.93, "species": ["P", "C", "C", "C", "C", "H", "H", "H", "H", "H", "H", "H"], "positions_angstrom": [[1.403506, 1.201197, 0.580941], [0.313771, -0.018735, -0.394361], [-1.072442, -1.581140, 0.897424], [-0.853979, -0.338613, 0.523517], [0.425171, 1.387793, -0.985900], [-0.596620, 1.876569, -0.831118], [-1.858464, -1.701864, 1.613887], [-0.341541, -2.355931, 0.493222], [0.910617, 1.404447, -1.936529], [2.483920, 0.725533, -0.017107], [0.650179, -0.981507, -0.894978], [-1.464117, 0.382250, 0.951001]], "forces_ev_per_a": [[-1.8, 0.2, 0.3], [-0.8, -0.2, 1.1], [1.2, -0.8, -0.7], [1.8, -1.2, -1.8], [-2.1, -1.2, 1.2], [1.8, -0.1, -0.6], [-0.2, -1.0, 0.2], [-1.5, 0.6, 0.9], [0.1, 0.5, -0.4], [2.2, -0.5, -1.1], [0.1, 1.7, 0.5], [-0.9, 1.8, 0.4]]}

Record 2
{"formula": "C4H7P", "method": "ωB97M-V/def2-TZVPD", "smiles": "CC#CPC", "e_above_lowest_kj_mol": 512.3, "e_tot_ev": -13543.964, "homo_energy_ev": [-8.573, -8.190], "total_charge": 0, "homo_lumo_gap_ev": [8.36, 8.20], "species": ["P", "C", "C", "C", "C", "H", "H", "H", "H", "H", "H", "H"], "positions_angstrom": [[-0.624648, -0.182407, -1.613100], [1.778391, 1.627922, 1.705309], [1.219346, 0.959346, 0.546701], [-0.041527, 0.154296, -0.052987], [-1.451408, -1.813128, -1.351678], [-1.943049, -2.027821, -0.430803], [-1.943971, 0.487631, -1.497345], [-0.737235, -2.641323, -1.402353], [2.850278, 1.574975, 1.866672], [1.360959, 1.236917, 2.612756], [-2.132523, -2.063011, -2.184823], [1.665388, 2.686603, 1.801652]], "forces_ev_per_a": [[-2.4, -0.3, -1.3], [0.5, -0.2, 0.9], [-8.3, -5.2, -4.6], [9.4, 6.1, 5.9], [0.6, -1.5, -1.2], [-0.6, 0.6, 0.8], [1.2, 0.0, -0.1], [0.4, 0.3, -0.1], [0.4, -0.7, -0.6], [-0.5, -0.4, 0.6], [0.1, 0.5, 0.3], [-0.8, 0.9, -0.6]]}

Record 3
{"formula": "C4H7P", "method": "ωB97M-V/def2-TZVPD", "e_above_lowest_kj_mol": 283.6, "e_tot_ev": -13542.695, "multiplicity": 3, "homo_energy_ev": [-4.668, -9.748], "total_charge": 0, "homo_lumo_gap_ev": [5.66, 7.36], "species": ["P", "C", "C", "C", "C", "H", "H", "H", "H", "H", "H", "H"], "positions_angstrom": [[-0.079333, -1.846807, -0.775225], [-1.190254, 0.921898, 0.031869], [-1.369463, 2.186625, 0.801338], [1.758869, -1.564642, -0.752117], [-0.741295, -0.197018, -0.086488], [-0.764884, 2.940827, 0.344168], [1.841516, -0.881353, -1.607858], [2.040954, -1.297527, 0.295055], [2.272688, -2.472453, -1.211643], [-1.292240, 2.089691, 1.848842], [-0.185292, -2.503982, 0.572832], [-2.291267, 2.624741, 0.539226]], "forces_ev_per_a": [[-1.3, 1.5, 2.4], [-4.3, 9.1, -0.8], [0.5, -1.4, -1.8], [-0.5, -1.0, -0.9], [5.6, -10.6, -0.1], [1.3, 0.3, 0.2], [0.6, 0.7, 0.9], [0.4, 0.1, -1.4], [-0.7, 0.8, 1.2], [0.3, 0.0, 1.5], [-0.1, 0.4, -1.5], [-1.8, 0.0, 0.1]]}

Record 4
{"formula": "C4H7PS", "method": "ωB97M-V/def2-TZVPD", "e_above_lowest_kj_mol": 156.2, "e_tot_ev": -24382.784, "homo_energy_ev": -9.016, "total_charge": 0, "homo_lumo_gap_ev": 9.05, "species": ["S", "P", "C", "C", "C", "C", "H", "H", "H", "H", "H", "H", "H"], "positions_angstrom": [[1.424211, 1.635543, -0.047866], [-2.436154, 0.665992, -0.147000], [0.003228, 0.325238, -0.108799], [0.589805, -1.055267, -0.224760], [-1.051098, 0.645189, -1.055983], [-1.187532, 0.399462, 1.112552], [-0.890231, 0.616203, -2.102177], [0.978494, 1.970514, -1.226113], [-0.345981, -1.653259, -0.151684], [1.182141, -1.498753, 0.602858], [1.313069, -1.242990, -1.104924], [-0.938402, 1.315520, 1.702289], [-1.115654, -0.401584, 1.935173]], "forces_ev_per_a": [[-1.2, -1.2, 0.6], [-0.7, -0.1, -0.6], [0.2, 0.4, 3.4], [0.4, -1.7, -0.2], [-0.6, -0.2, -1.0], [3.9, 0.1, 2.1], [0.0, 0.5, -1.1], [0.2, 0.8, -1.0], [0.8, -0.4, -1.0], [-0.2, 1.2, 0.1], [-1.8, 0.4, 0.8], [-0.4, -0.4, -0.5], [-0.6, 0.7, -1.6]]}

Record 5
{"formula": "C4H8", "method": "ωB97M-V/def2-TZVPD", "smiles": "C1CCC1", "e_above_lowest_kj_mol": 275.3, "e_tot_ev": -4274.340, "homo_energy_ev": -9.757, "total_charge": 0, "homo_lumo_gap_ev": 10.92, "species": ["C", "C", "C", "C", "H", "H", "H", "H", "H", "H", "H", "H"], "positions_angstrom": [[-0.673028, 0.437344, 0.773256], [-0.850496, 0.131143, -0.644263], [0.744955, -0.128617, 0.940896], [0.718725, -0.141233, -0.728697], [-1.149525, -0.100630, 1.583538], [1.583169, 0.420341, 1.331881], [-0.803647, 1.437146, 0.597394], [1.195237, 0.322897, -1.514355], [0.800609, -1.263915, -1.112236], [0.723458, -1.322619, 1.170733], [-1.392168, -0.801120, -1.094238], [-0.897288, 1.009262, -1.303908]], "forces_ev_per_a": [[0.3, -2.4, 2.8], [1.6, -2.9, -4.3], [0.6, -2.0, -4.0], [-2.1, -5.6, 1.3], [-1.7, 0.8, -0.2], [0.0, 0.0, 0.7], [0.1, 3.1, 2.0], [1.7, 2.0, -0.8], [0.3, 2.0, 1.0], [0.2, 3.2, 0.0], [0.5, 1.9, 1.1], [-1.4, -0.2, 0.4]]}

Record 6
{"formula": "C4H8", "method": "ωB97M-V/def2-TZVPD", "smiles": "CC1CC1", "e_above_lowest_kj_mol": 53.2, "e_tot_ev": -4276.642, "homo_energy_ev": -10.289, "total_charge": 0, "homo_lumo_gap_ev": 11.62, "species": ["C", "C", "C", "C", "H", "H", "H", "H", "H", "H", "H", "H"], "positions_angstrom": [[1.060036, -0.741073, 0.071500], [0.994177, 0.729864, 0.105842], [-1.522016, -0.034725, 0.099788], [-0.127282, -0.011826, -0.488855], [1.707111, 1.335964, -0.486255], [-2.055663, 0.939195, -0.079549], [0.888395, 1.153029, 1.091765], [1.019350, -1.285719, 1.037244], [1.779550, -1.161478, -0.663712], [-2.214271, -0.774365, -0.335261], [-1.413581, -0.220822, 1.215834], [-0.115804, 0.071951, -1.568336]], "forces_ev_per_a": [[0.9, -1.5, -0.3], [1.2, 1.8, 0.7], [-0.2, 0.6, 1.1], [-0.7, -0.2, -0.9], [-0.7, -0.6, 0.1], [0.7, -0.7, 0.4], [-0.3, 0.1, 0.2], [-0.2, 0.4, -0.8], [-0.7, 0.1, 0.7], [0.6, -0.1, 0.2], [-0.5, 0.3, -1.2], [-0.1, -0.3, -0.1]]}

Record 7
{"formula": "C4H8", "method": "ωB97M-V/def2-TZVPD", "e_above_lowest_kj_mol": 454.3, "e_tot_ev": -4272.485, "homo_energy_ev": -8.724, "total_charge": 0, "homo_lumo_gap_ev": 9.03, "species": ["C", "C", "C", "C", "H", "H", "H", "H", "H", "H", "H", "H"], "positions_angstrom": [[-0.145080, -0.316457, -0.067915], [-0.418471, 0.984077, 0.278603], [-0.591522, -2.425190, -1.020234], [0.645660, 1.880022, 0.798257], [0.832114, 2.712076, 0.205665], [0.939923, -0.347114, -0.223155], [1.681386, 1.566585, 1.053965], [-1.615998, -2.459945, -0.670007], [-0.263613, -2.154192, -1.993214], [0.110165, -3.048763, -0.415063], [0.147961, 2.107340, 1.825031], [-1.322525, 1.501560, 0.228068]], "forces_ev_per_a": [[1.1, 0.2, -1.2], [1.2, -3.7, -1.5], [0.7, 2.7, 3.4], [-0.1, -0.8, 3.5], [-0.4, 2.0, -0.9], [-0.2, -0.9, 0.5], [-0.9, -0.9, -0.3], [0.0, -0.2, -0.7], [-0.3, 0.0, -0.7], [-0.6, 0.8, -0.6], [1.3, 0.6, -1.5], [-1.8, 0.2, 0.1]]}

Record 8
{"formula": "C4H8", "method": "ωB97M-V/def2-TZVPD", "smiles": "C=CCC", "e_above_lowest_kj_mol": 38.2, "e_tot_ev": -4276.798, "homo_energy_ev": -9.688, "total_charge": 0, "homo_lumo_gap_ev": 10.99, "species": ["C", "C", "C", "C", "H", "H", "H", "H", "H", "H", "H", "H"], "positions_angstrom": [[0.076344, 0.183333, -2.075563], [0.023037, 0.038859, 1.670925], [0.014355, 0.479830, -0.791601], [-0.123283, -0.574925, 0.293911], [-1.106866, -1.028049, 0.238466], [0.184114, -0.831751, -2.453358], [0.132697, 0.941794, -2.840586], [-0.229491, 1.473535, -0.430348], [0.694872, -1.280642, 0.179351], [-0.039571, -0.697899, 2.467834], [1.029745, 0.435153, 1.854977], [-0.655949, 0.860766, 1.885997]], "forces_ev_per_a": [[0.7, 0.1, -0.5], [0.9, 0.1, 0.9], [-1.3, -0.7, 0.5], [0.6, 1.0, 0.2], [0.0, -0.4, -0.2], [0.0, 0.0, 0.3], [-0.2, 0.2, 0.0], [0.5, 0.3, -0.3], [-0.3, -0.5, -0.2], [-0.5, -0.2, 0.0], [0.0, 0.2, -0.5], [-0.3, -0.1, -0.1]]}

- Which formula does entry 2 have?
  C4H7P